Record 1
C6H6BrNO4 | ωB97M-V with the def2-TZVPD basis set

Geometry as XYZ:
```
18
Properties=species:S:1:pos:R:3:forces:R:3
C -1.28732 -1.47987 0.34908 -1.63 -1.10 -2.00
H 0.45182 -2.60533 0.82595 -1.01 1.11 -0.79
C 0.27040 0.19862 -0.89665 -2.60 1.34 0.17
H -1.51685 -0.76574 -1.79935 -0.56 0.00 1.20
Br -2.73093 0.93576 -0.29497 -0.15 -0.01 -0.17
C 0.73912 1.33635 0.07874 -0.51 -0.17 0.37
H -0.43574 1.39240 1.74528 -1.44 0.11 0.64
C 0.58818 1.19427 1.59641 -0.14 2.68 -2.70
N 0.03005 -1.79643 0.29545 2.56 -1.78 2.23
O -2.14623 -2.15310 0.87568 0.71 1.09 0.19
H 0.64988 1.32627 -2.49589 -0.03 -0.07 0.69
O 1.19638 2.34963 -0.36364 0.04 0.14 -0.75
H 1.16430 1.99055 2.01218 0.25 0.72 0.24
C -1.47024 -0.40793 -0.73872 3.38 1.61 -0.24
H 0.88837 0.35953 2.06047 0.87 -3.52 1.27
O 2.06024 -1.28753 -0.66872 -0.23 -0.12 1.04
O 0.61532 0.39522 -2.22243 -0.32 -0.13 0.35
C 0.93325 -0.98270 -0.35888 0.81 -1.90 -1.74
```
Forces are in eV/Å.

Output
F_max = 3.84 eV/Å
E_LUMO = 0.18 eV
Total energy = -86040.86288 eV

The natural (NBO) scheme yields these atomic charges, measured in e: C 0.64; H 0.44; C 0.11; H 0.28; Br 0.09; C 0.59; H 0.24; C -0.72; N -0.63; O -0.53; H 0.51; O -0.51; H 0.25; C -0.40; H 0.22; O -0.52; O -0.68; C 0.63

=====

Record 2
C6H6Cl2 | ωB97M-V with the def2-TZVPD basis set

Geometry as XYZ:
```
14
Properties=species:S:1:pos:R:3:forces:R:3
C 1.50726 -0.17839 -0.10548 -0.02 0.23 0.06
H -1.24725 0.12228 -1.93332 0.23 -0.04 0.21
H 1.24602 -0.34856 -2.16025 -0.16 -0.01 -0.23
C -0.73265 -0.29847 -1.05859 -0.35 -0.77 -0.59
Cl 3.24743 -0.15753 -0.19503 -0.12 -0.05 0.01
Cl -1.44210 2.13270 -0.04677 -0.04 0.17 0.01
H 1.54586 -0.20805 2.13064 -0.17 0.10 -0.68
C 0.75697 -0.26055 -1.20437 0.29 0.24 0.64
H -1.01810 -1.37442 -1.04572 0.01 0.40 0.08
C -0.39453 0.12370 1.38414 0.46 -0.05 0.30
H -0.83417 0.18096 2.38088 0.10 0.07 -0.30
H -2.28518 0.00076 0.41818 0.17 0.06 -0.20
C -1.27012 0.34241 0.20178 -0.23 -0.04 0.14
C 0.92057 -0.07685 1.23391 -0.18 -0.29 0.55
```
Forces are in eV/Å.

Output
F_max = 1.03 eV/Å
E_LUMO = 0.41 eV
Total energy = -31363.62715 eV

The natural (NBO) scheme yields these atomic charges, measured in e: C -0.06; H 0.24; H 0.23; C -0.46; Cl 0.00; Cl -0.09; H 0.23; C -0.18; H 0.23; C -0.18; H 0.22; H 0.23; C -0.20; C -0.22

=====

Record 3
C6H6Cl2FeLuN2O3 | ωB97M-V with the def2-TZVPD basis set

Geometry as XYZ:
```
21
Properties=species:S:1:pos:R:3:forces:R:3
Cl 4.60824 3.07207 -1.93163 -1.28 1.09 -0.29
H -2.34425 -5.27094 0.87930 0.06 0.19 -0.24
C -1.26353 -2.19332 0.84092 0.99 3.00 -4.46
H -0.96452 -4.89926 -0.13594 -0.09 0.66 -0.13
H -2.48995 -4.64911 2.68411 0.11 0.27 -0.06
H -2.64359 -4.19576 -0.50157 0.51 0.32 -0.01
C -2.02806 -3.65892 2.66169 -0.17 -0.13 -0.01
Fe -0.81352 0.64629 -0.13291 1.29 1.13 -2.16
C 3.17429 7.04165 -3.00098 -4.77 8.76 -0.50
H -2.74287 -2.91198 3.04236 0.26 0.10 -0.15
C -1.62488 1.16627 1.54560 -3.17 -0.35 7.12
O 3.02752 8.18672 -3.23474 1.44 -6.46 1.11
H -1.13928 -3.68138 3.31230 0.13 0.27 -0.21
Lu 2.92804 4.65167 -2.49850 1.39 -1.27 0.26
Cl 0.47304 2.15940 -1.03180 -0.01 -0.05 -0.05
N -1.00689 -1.30901 0.06726 -0.90 -3.66 3.56
N -1.65848 -3.36073 1.24049 -0.95 -2.10 1.60
O 5.74335 6.62068 -3.46591 -6.27 -3.23 1.53
O -2.07463 1.02867 2.60757 2.14 1.03 -5.10
C 4.74452 6.03246 -3.21656 9.54 1.23 -2.19
C -1.90456 -4.47547 0.26894 -0.26 -0.80 0.37
```
Forces are in eV/Å.

Output
F_max = 9.98 eV/Å
E_LUMO (alpha / beta) = -14.79 / -17.48 eV
Multiplicity = 6
Total charge = +4
Total energy = -108445.58654 eV

The natural (NBO) scheme yields these atomic charges, measured in e: Cl -0.46; H 0.28; C 0.63; H 0.33; H 0.29; H 0.31; C -0.44; Fe 1.42; C 0.28; H 0.30; C 0.40; O -0.16; H 0.32; Lu 2.18; Cl -0.62; N -0.41; N -0.09; O -0.17; O -0.26; C 0.30; C -0.44

=====

Record 4
C6H6Cl2O | ωB97M-V with the def2-TZVPD basis set

Geometry as XYZ:
```
15
Properties=species:S:1:pos:R:3:forces:R:3
C -0.28599 1.70743 -0.09718 0.06 -0.75 0.95
O 4.06857 -1.67919 0.22092 -1.15 -0.26 0.36
H -1.81346 -1.83249 -0.50412 -0.51 0.61 0.54
H 0.16072 2.70234 0.03025 -0.41 -0.46 -0.07
C 0.47519 0.67309 -0.64341 -1.10 -1.86 -0.03
C -1.53956 1.41917 0.50993 -0.21 0.17 -0.56
H 3.38265 -2.20517 -0.24929 0.72 0.56 0.56
H 0.27151 -1.53222 -1.21812 0.25 0.81 0.06
H 3.65189 -1.43928 1.07945 0.41 -0.28 -0.92
C -0.16941 -0.62723 -0.77973 0.53 1.82 0.54
Cl -2.36919 2.75022 1.30590 0.36 -0.49 -0.27
C -2.16869 0.15125 0.42041 1.08 1.44 -0.38
Cl -3.74612 -0.07782 1.09512 0.42 -0.29 -0.23
C -1.45673 -0.81677 -0.28815 0.23 -1.06 -0.34
H 1.53860 0.80667 -0.88199 -0.66 0.05 -0.21
```
Forces are in eV/Å.

Output
F_max = 2.16 eV/Å
E_LUMO = 0.54 eV
Total energy = -33411.32428 eV

The natural (NBO) scheme yields these atomic charges, measured in e: C -0.23; O -0.94; H 0.23; H 0.24; C -0.20; C -0.04; H 0.47; H 0.22; H 0.47; C -0.21; Cl 0.01; C -0.07; Cl 0.04; C -0.23; H 0.23